Entry from the OMol25 dataset: a cluster of 16 separate species, H31O16 in total (ωB97M-V with the def2-TZVPD basis set).

Relative energy (zero: lowest compared OMol25 entry of this formula, charge and spin), kcal/mol: 84.9
HOMO-LUMO gap, eV: 8.12
HOMO level, eV: -5.958
Max |F|, eV/Å: 3.119
Charge: -1
Spin multiplicity: 1

The geometry in XYZ format:
```
47
H31O16, DFT ωB97M-V with the def2-TZVPD basis set
O 2.212 -1.592 -5.111
H -0.268 0.854 4.706
H 3.909 -2.050 -0.463
O -0.430 -3.940 -0.650
H 1.772 -2.430 -5.228
H 1.616 -0.941 -4.730
O -4.129 -2.964 1.605
H -0.242 -3.287 0.040
H 4.228 -2.950 0.841
O 4.275 -2.860 -0.106
H -1.994 1.777 3.207
H -0.099 -4.699 -0.151
O 0.005 0.348 5.497
H 3.498 1.045 -4.557
H -1.118 4.169 0.831
O 1.114 0.544 -0.408
H 0.786 1.007 0.401
H 0.711 -0.322 -0.425
O 0.821 3.014 2.284
H 1.503 2.306 2.264
H 0.035 2.454 2.270
O -1.655 -0.738 1.736
H -1.566 0.050 2.475
H -4.036 -2.597 2.491
O 0.414 4.304 -0.829
H -0.481 4.283 -1.184
O 2.564 1.219 -4.734
H -0.411 -0.496 5.425
H 2.622 1.229 -5.699
O -3.212 -0.117 -2.385
H -3.423 -2.508 1.134
H -3.349 0.001 -3.324
O -1.578 3.806 1.590
H -2.475 -2.839 -2.775
H 0.330 -0.331 2.188
O 3.828 0.606 -0.076
H -3.730 -0.862 -2.087
H 0.508 0.688 2.990
O 0.871 0.475 2.088
H -1.205 4.298 2.320
H 4.014 1.444 -0.504
O -1.338 1.102 3.392
H 0.275 4.265 0.141
H -2.396 -0.419 1.239
O -2.388 -3.217 -3.658
H 2.901 0.402 -0.290
H -3.284 -3.530 -3.781
```